Record 1
{"formula": "C4H7N3", "method": "ωB97M-V/def2-TZVPD", "symbols": ["H", "N", "C", "N", "H", "H", "C", "H", "C", "N", "H", "H", "H", "C"], "xyz": [[-2.14285, 0.89239, 0.59786], [1.93481, 0.50401, -0.93089], [-0.79838, -0.73617, 1.01124], [-0.54858, 2.21177, -0.95137], [0.00537, -1.83500, -0.67811], [-0.41587, -0.39784, 1.98719], [0.36974, -1.17727, 0.12167], [-1.52816, -1.53233, 1.17894], [0.80382, 0.13244, -0.49851], [-1.36916, 0.35546, 0.23356], [0.30486, 2.48077, -1.44251], [2.60749, -0.25909, -0.81638], [1.17592, -1.68650, 0.65703], [-0.39901, 1.04736, -0.46973]], "spin_multiplicity": 1, "e_above_lowest_kj_mol": 16.8, "homo_energy_ha": -0.3356, "lumo_energy_ha": 0.0251, "smiles": "[H]/N=C1\\CCN\\C1=N\\[H]", "orbital_gap_ev": 9.81}

=====

Record 2
{"formula": "C24H34CrN7O5S2Se2", "method": "ωB97M-V/def2-TZVPD", "symbols": ["C", "O", "H", "H", "Se", "H", "C", "H", "H", "H", "C", "H", "C", "N", "N", "H", "C", "O", "C", "O", "H", "H", "H", "C", "Se", "C", "H", "H", "H", "C", "O", "H", "C", "C", "H", "H", "H", "N", "H", "H", "N", "H", "C", "C", "C", "H", "C", "H", "C", "H", "C", "H", "C", "H", "H", "S", "H", "Cr", "N", "C", "C", "H", "H", "O", "N", "H", "N", "H", "C", "C", "H", "C", "S", "C", "H"], "xyz": [[-1.06471, -3.36087, -2.66648], [0.83243, 2.24745, 1.15234], [6.86362, 0.23899, -1.61193], [-0.51844, -2.55740, -3.16215], [2.27284, 3.70635, -1.53387], [-0.65934, -4.53538, 0.91458], [1.71740, -0.09632, -0.99955], [1.05773, 4.30492, 3.11352], [-2.24482, -4.35199, 0.17243], [3.87740, 5.39759, -0.52712], [-0.76730, -5.37611, -1.07935], [2.77937, 6.16502, -1.66789], [-4.08930, -4.32430, -2.43951], [2.71072, 0.69618, -0.61506], [-2.14980, -2.75810, -1.90721], [-3.74122, 0.17989, 3.30477], [-2.73664, 1.48967, 1.87694], [2.93169, 4.12816, 1.55554], [5.06606, 1.11670, -0.72758], [0.46569, 0.15177, 2.86157], [-5.95247, -5.35964, -2.55379], [-2.01054, 0.41345, 3.60038], [-1.48887, -0.11861, 1.19516], [3.89527, -0.80001, -1.91351], [1.22532, 1.54656, 2.66139], [2.00670, 4.98869, 1.47154], [-1.74025, -5.92265, 0.77878], [0.28561, 0.84633, -0.01323], [-3.58951, -4.96117, -3.15692], [-2.35156, 0.44432, 0.82986], [0.96103, 2.64896, 3.81732], [-0.29686, -0.60546, -0.83055], [-3.44087, -3.26258, -1.82361], [-4.09320, -2.45620, -0.89625], [-5.92501, -2.04493, 0.17395], [-3.16569, 1.68975, 3.99516], [-1.94178, 2.23763, 1.90537], [5.78777, 3.95332, 1.24042], [0.33593, 5.70931, 2.32044], [-7.10244, -3.93290, -0.91928], [1.10973, 5.07528, 2.42388], [-2.05528, 0.94440, -0.09491], [-5.41340, -4.54180, -2.09441], [-3.49306, -0.50386, 0.52137], [2.83689, 5.45814, -0.84239], [4.70687, -1.30037, -2.41170], [-0.11936, -4.19540, -1.81047], [2.29375, 6.92009, 0.66678], [-2.92696, 0.90708, 3.27410], [-1.51038, -3.98006, -3.44705], [-6.06848, -3.72935, -1.16370], [-3.80665, -1.03086, 1.42572], [6.37578, 0.98644, -1.01134], [0.92728, 6.04657, -0.02446], [0.36796, -3.54126, -1.08183], [7.27755, 2.23411, -0.22414], [-1.51563, -5.84456, -1.72792], [2.71734, 2.38677, 0.52345], [-3.15874, -1.51633, -0.47736], [-1.39219, -5.02331, 0.26895], [5.81650, 2.85279, 0.46219], [-4.35763, 0.05878, 0.15494], [0.66820, -4.56038, -2.47604], [2.85268, 1.38278, 2.29350], [0.45873, 0.07976, -0.66087], [4.89603, 4.18150, 1.66470], [4.75152, 2.18040, 0.10829], [-3.64464, 2.01380, 1.55784], [-5.41943, -2.67150, -0.54841], [1.96328, 5.93914, 0.30254], [-0.00014, -6.13558, -0.91177], [-1.96186, -1.69512, -1.08533], [2.26652, -1.38721, -2.03077], [3.92967, 0.29486, -1.13417], [6.62562, 4.23792, 1.71416]], "spin_multiplicity": 4, "e_above_lowest_kj_mol": 0.0, "homo_energy_ha": [-0.2741, -0.2798], "lumo_energy_ha": [0.0113, 0.0112], "orbital_gap_ev": [7.76, 7.92]}

=====

Record 3
{"formula": "C17H19ClFNO6", "method": "ωB97M-V/def2-TZVPD", "symbols": ["C", "H", "O", "H", "H", "O", "C", "H", "C", "C", "H", "H", "H", "H", "N", "H", "C", "C", "O", "H", "C", "H", "Cl", "C", "C", "C", "C", "H", "H", "C", "H", "H", "H", "F", "O", "H", "C", "O", "C", "C", "C", "H", "H", "O", "C"], "xyz": [[-3.05116, -2.16386, -0.88108], [2.42626, 2.35654, -1.46389], [-2.27488, 1.89316, 1.71648], [4.39282, 2.34823, 0.00736], [2.86777, -3.48476, -1.08426], [-0.36236, -1.18415, 2.01991], [2.04336, -2.92803, -0.54740], [1.08849, -3.23078, -1.04027], [2.39441, -1.39966, -0.65606], [2.27403, 1.98027, -0.42147], [-0.84212, 1.00096, -1.50722], [-1.29385, 3.57619, -0.72472], [-2.42281, -0.33201, -1.93902], [1.99873, 2.88462, 0.19885], [-3.40003, 1.63205, -0.24444], [3.10052, -1.28687, -1.52857], [-0.94558, 2.68894, -0.11175], [-2.22990, 2.04700, 0.51313], [3.03129, 1.57216, 2.49666], [-2.57648, -2.84846, -1.62793], [-3.55243, 0.18795, -0.03647], [-4.91549, -2.22594, 2.18942], [1.05383, -0.50880, -2.77974], [1.08106, 0.96689, -0.27134], [3.67312, 1.48543, 0.12188], [-0.11254, 1.72576, -1.05075], [-4.26722, -0.38854, 1.11137], [-3.78332, -3.81420, 0.44328], [0.35163, 2.34238, -1.86693], [-3.73762, -2.70957, 0.29746], [4.08845, 0.66945, -0.53536], [-3.28093, 1.80006, -1.24632], [2.94954, -1.10259, 0.26916], [2.14520, -3.30582, 0.81243], [0.64522, 0.68059, 1.05601], [-0.28861, 3.09958, 0.70346], [-2.96431, -0.71645, -1.03442], [0.08538, -1.07980, -0.22145], [-4.36376, -1.84967, 1.29749], [1.15608, -0.45085, -0.95007], [3.68594, 1.07940, 1.62871], [-4.72287, 0.33827, 1.82872], [4.17297, -0.81227, 1.94334], [4.60646, 0.05995, 2.00746], [0.07574, -0.59274, 1.10836]], "spin_multiplicity": 1, "homo_energy_ha": -0.3248, "lumo_energy_ha": 0.0072, "smiles": "O=C(O)CC[C@]1(CCC(=O)Nc2ccccc2)OC(=O)O[C@]1(Cl)CCF", "orbital_gap_ev": 9.04}

=====

Record 4
{"formula": "C3H7N2OS", "method": "ωB97M-V/def2-TZVPD", "symbols": ["S", "N", "H", "H", "C", "C", "H", "C", "H", "H", "H", "O", "H", "N"], "xyz": [[1.15317, -1.22778, -0.27955], [-0.36295, 0.93616, 0.03875], [3.05222, 0.22794, 0.30188], [-0.90699, 1.23784, 0.82248], [-0.55472, -0.64947, -0.02645], [1.93941, 0.32696, 0.14402], [-2.33861, -1.28934, -1.07262], [1.09463, 1.35113, 0.10750], [-0.70399, 1.44115, -0.76105], [1.36332, 2.34152, 0.48387], [-0.48715, -1.05965, 1.94815], [-1.04057, -1.15741, 1.19642], [-0.88895, -1.40724, -1.88037], [-1.31882, -1.07181, -1.02305]], "spin_multiplicity": 1, "total_charge": 1, "e_above_lowest_kj_mol": 193.8, "homo_energy_ha": -0.4997, "lumo_energy_ha": -0.1297, "smiles": "N[C@]1(O)[NH2+]C=CS1", "orbital_gap_ev": 10.07}

=====

Record 5
{"formula": "C28H35F3NO3", "method": "ωB97M-V/def2-TZVPD", "symbols": ["C", "C", "F", "C", "F", "H", "H", "H", "H", "C", "H", "C", "H", "C", "H", "H", "C", "H", "H", "C", "C", "C", "H", "C", "C", "C", "H", "H", "C", "C", "H", "C", "H", "H", "N", "C", "H", "H", "H", "H", "H", "C", "H", "H", "O", "C", "H", "H", "C", "H", "H", "O", "C", "O", "H", "H", "F", "H", "C", "C", "C", "C", "H", "H", "H", "H", "H", "C", "C", "C"], "xyz": [[1.65467, 3.37958, -6.80365], [-0.62926, -1.77662, 0.36942], [0.17259, -4.45309, -0.62007], [2.96350, 3.85596, -6.80272], [-1.56289, -4.47242, -2.10228], [-1.13225, 3.73445, 5.73281], [3.21152, 4.76249, -7.34365], [-3.51510, 2.29217, 0.92520], [0.02086, -2.33340, 4.23017], [5.06019, -1.92642, -2.73937], [-4.32060, 2.67141, 2.50440], [-0.84576, -3.22412, 2.36112], [-2.91529, -3.44050, 4.14164], [-1.60491, -2.70091, -0.49133], [0.08803, -3.68568, 1.92738], [0.31224, 1.85916, -6.10553], [1.96972, 0.30867, -4.65104], [3.49049, -3.26690, -2.13153], [1.70314, -1.95811, -3.21942], [-2.01125, 2.44288, 4.15582], [-2.02629, 2.43187, 2.56105], [3.73652, -2.35411, -2.66398], [-3.44489, -0.87497, 4.06222], [-3.30415, 1.81881, 4.85364], [-2.39917, -1.26736, 3.87878], [-1.47089, 1.03097, 1.97635], [-0.81552, 4.31320, 4.04692], [-3.91197, 1.25587, 4.06867], [-2.13472, -2.70884, 4.51877], [-0.69148, -3.18924, 3.96549], [-1.12658, 1.78328, 4.47042], [1.33370, 2.22308, -6.10338], [0.88383, 3.91223, -7.34963], [-0.36948, -4.18159, 4.38949], [-0.87947, -1.79038, 1.85191], [3.95466, 3.16814, -6.11387], [-3.42115, 3.97692, 1.57933], [6.40600, -0.42043, -3.46297], [-0.65438, 0.69571, 2.68598], [-2.52947, 4.58714, 4.80469], [-0.06355, -1.33656, 2.29767], [4.71017, 1.25475, -4.72031], [-2.12917, -2.00864, -1.23152], [-0.64403, -0.70778, -0.02761], [-2.51318, 0.05152, 1.74174], [-0.71342, -3.67186, -1.35236], [5.84667, -2.50875, -2.27202], [-2.41846, -3.20652, 0.10092], [-1.63271, 3.90912, 4.72041], [-3.90355, 2.63571, 5.35438], [-1.79466, -3.78586, 2.12691], [0.81372, -0.07546, -4.59842], [2.32428, 1.53228, -5.40591], [5.85516, 1.66742, -4.72167], [-1.67629, -0.52559, 4.35103], [-1.24121, 3.19770, 2.23322], [0.04205, -2.92158, -2.24488], [0.45296, -2.11706, 0.22949], [-3.39598, 2.88754, 1.89583], [3.63931, 1.99942, -5.42182], [3.04486, -0.44727, -3.96618], [2.73041, -1.61740, -3.27635], [-2.15323, -2.61357, 5.64508], [-0.97471, 1.28285, 0.98048], [-2.99599, -1.94376, 1.87365], [4.97286, 3.54086, -6.12050], [-2.96772, 1.03857, 5.60499], [-2.20101, -1.23116, 2.27913], [4.36689, -0.00604, -4.02126], [5.37479, -0.75176, -3.41140]], "spin_multiplicity": 1, "total_charge": 1, "homo_energy_ha": -0.4175, "lumo_energy_ha": -0.1043, "orbital_gap_ev": 8.52}

=====

Record 6
{"formula": "C4H5O2S2", "method": "ωB97M-V/def2-TZVPD", "symbols": ["H", "H", "O", "S", "H", "C", "H", "C", "C", "C", "O", "H", "S"], "xyz": [[1.90150, -0.94547, -1.50826], [-2.52595, -0.01601, 0.26425], [1.00126, -0.00682, 3.91976], [-1.52208, 0.48362, 2.55075], [-1.21504, -1.02229, 0.62520], [1.86112, -0.20928, -0.58130], [2.71452, -0.00098, -0.01722], [-0.52419, 0.77719, -0.12107], [-1.46507, 0.03853, 0.77445], [0.70898, 0.29419, -0.23380], [0.29579, -1.68687, 2.21239], [-0.96404, 1.64436, -0.53193], [0.53921, -0.26664, 2.56188]], "spin_multiplicity": 1, "total_charge": -1, "e_above_lowest_kj_mol": 171.0, "homo_energy_ha": -0.1244, "lumo_energy_ha": 0.1332, "orbital_gap_ev": 7.01}

=====

Quick rundown of energy, same order as above: -8731.5056 -226895.5085 -46950.1686 -19079.2893 -45381.4238 -29993.3498 eV
Quick rundown of maximum force, same order as above: 0.5 0.1 3.6 4.5 3.1 3.6 eV Å⁻¹